Entry 1:
11
Properties=species:S:1:pos:R:3:forces:R:3 method="wB97M-V/def2-TZVPD" molar_mass_g_mol=74.083 de_lowest_ev=5.021
N -1.207 -1.311 -1.001 -0.882 0.209 -0.977
C -0.210 0.448 -0.257 1.976 0.169 -0.251
H 0.158 -1.438 -1.030 -2.451 0.402 0.790
H 1.559 -0.504 -1.474 0.003 0.194 0.215
H 0.954 0.896 1.492 -0.122 0.084 -0.077
O 1.149 -0.782 -0.640 -1.237 1.571 0.169
H -0.289 -0.353 1.716 -0.014 0.012 -0.161
H 0.181 1.240 -0.891 -0.107 0.180 0.135
H -0.785 1.330 1.559 0.172 -0.072 -0.068
C -0.052 0.588 1.214 -0.063 0.088 0.201
N -1.458 -0.114 -0.688 2.726 -2.835 0.023

=====

Entry 2:
13
Properties=species:S:1:pos:R:3:forces:R:3 method="wB97M-V/def2-TZVPD" smiles="O=C1COC=N1.N" molar_mass_g_mol=102.093 de_lowest_ev=1.678
H -0.983 1.810 -1.215 -0.056 -0.058 0.109
N -1.162 -0.623 0.852 -0.238 0.007 -0.283
C -1.643 -0.968 -0.284 -0.046 -0.116 0.223
N 1.916 -0.324 0.474 0.397 -0.205 0.227
C -0.584 0.847 -0.900 0.068 0.229 -0.196
H -2.240 -1.852 -0.465 0.035 -0.042 0.030
O -1.442 -0.209 -1.364 0.042 -0.097 0.024
C -0.562 0.640 0.606 0.011 0.492 0.262
H 1.586 -1.215 0.842 0.136 0.151 -0.074
H 2.823 -0.484 0.043 -0.085 -0.047 0.153
H 0.412 0.681 -1.313 -0.086 0.115 0.136
H 2.056 0.283 1.283 -0.041 -0.150 -0.323
O -0.177 1.414 1.441 -0.137 -0.279 -0.288

=====

Entry 3:
56
Properties=species:S:1:pos:R:3:forces:R:3 method="wB97M-V/def2-TZVPD" molar_mass_g_mol=1113.683 de_lowest_ev=0.000 charge=+1
H -0.247 6.394 -0.196 -0.008 0.053 0.022
H 4.531 -1.236 -2.177 0.026 -0.029 -0.027
C 3.756 0.790 0.371 -0.049 -0.017 0.046
H 4.185 1.359 1.184 0.001 0.010 0.030
H 1.057 -1.594 1.076 0.016 -0.024 0.002
H 1.349 -2.187 -2.458 -0.114 -0.035 0.081
H -1.622 -4.734 -1.612 0.000 -0.029 -0.052
H 0.968 4.809 1.302 0.009 0.002 0.012
H -3.387 -1.314 1.883 -0.049 -0.001 0.033
N -0.875 -0.147 2.187 -0.220 -0.011 0.320
C -1.062 4.787 -1.359 -0.013 0.026 0.076
H 1.191 -3.992 1.517 0.043 -0.015 0.018
C -0.191 -4.512 -0.036 -0.019 -0.001 0.015
N 1.784 0.109 -0.811 -0.175 0.097 -0.210
C -0.342 -1.757 -0.553 0.145 -0.131 -0.064
H -2.992 -2.575 3.048 0.021 -0.027 0.010
C -1.594 -0.952 2.986 0.171 0.206 -0.193
C -2.568 -1.877 2.329 -0.090 -0.126 0.095
C 0.225 0.735 4.113 0.094 0.010 0.039
H -2.040 -1.600 4.982 -0.014 -0.036 0.015
C 0.279 3.080 0.251 -0.113 0.005 0.268
C -1.947 2.919 -2.679 -0.074 -0.235 -0.048
Te -4.187 -0.466 -2.114 -0.138 -0.029 -0.202
C 4.566 0.066 -0.483 0.006 -0.012 -0.029
H -2.158 3.737 -3.362 -0.043 -0.008 -0.045
H -2.080 -2.437 1.532 0.014 -0.026 -0.049
Br -0.069 -6.372 0.294 -0.015 0.048 0.007
C 3.952 -0.646 -1.484 -0.078 0.006 0.033
N -0.429 2.553 -0.767 0.092 -0.212 -0.144
Pt -0.359 0.225 -0.865 0.274 0.153 -0.024
H 1.460 -0.751 -3.462 -0.030 0.112 -0.022
H -2.895 2.534 -2.299 -0.029 -0.040 -0.020
C 2.014 -1.394 -2.785 -0.184 -0.014 -0.082
Se -0.970 -0.236 -4.140 0.406 -0.066 -0.036
H 5.640 0.056 -0.367 0.034 -0.006 0.011
H -1.628 5.420 -2.025 -0.007 0.028 -0.041
H -1.450 2.121 -3.220 0.010 -0.051 -0.008
Sb 1.400 1.962 1.696 0.022 0.139 0.035
C -0.308 5.326 -0.345 0.025 -0.068 -0.008
C -0.530 -0.081 4.941 0.097 0.060 0.114
C -1.097 -2.678 -1.277 0.063 0.153 -0.112
Se -3.085 -0.624 -4.323 -0.442 -0.062 0.197
C -1.110 3.407 -1.550 0.096 0.216 -0.150
C 2.381 0.784 0.195 0.127 -0.127 0.298
C 0.472 -2.267 0.463 0.029 0.092 -0.099
H -0.394 -0.053 6.013 -0.001 0.015 0.032
C 0.024 0.666 2.740 -0.088 -0.102 -0.078
H 2.832 -1.834 -3.350 -0.016 -0.033 -0.003
Se -2.696 0.200 -0.357 0.139 0.232 -0.005
C -1.026 -4.043 -1.034 -0.004 -0.121 0.100
C 0.370 4.443 0.478 -0.035 0.044 0.039
C -1.441 -0.939 4.371 -0.096 -0.068 -0.055
C 0.555 -3.625 0.724 -0.051 -0.083 -0.018
H 0.966 1.403 4.531 0.014 0.032 0.011
H -1.746 -2.345 -2.078 -0.028 0.042 -0.061
C 2.565 -0.616 -1.641 0.251 0.065 -0.074

=====

Entry 4:
15
Properties=species:S:1:pos:R:3:forces:R:3 method="wB97M-V/def2-TZVPD" molar_mass_g_mol=87.122 de_lowest_ev=3.255
C 1.519 -0.074 -0.724 -0.460 -0.078 -0.078
H -1.888 1.458 -0.403 0.087 -0.157 0.070
H -0.837 -1.431 -0.127 -0.066 0.146 -0.079
C 1.598 -0.514 0.731 0.066 -0.241 -0.079
C -0.985 -0.506 -0.691 -0.087 -0.106 0.097
N 0.315 -0.085 -1.242 0.302 0.076 -0.038
H 2.578 -0.977 0.905 -0.158 0.085 0.021
H 0.243 0.324 -2.168 0.043 -0.051 0.107
H -2.533 0.192 0.655 0.117 0.035 -0.096
H 0.834 -1.190 1.140 -0.007 0.097 -0.201
C -1.619 0.573 0.187 -0.011 0.023 0.019
H 1.853 1.379 0.860 0.046 0.050 0.250
H -1.626 -0.741 -1.549 0.082 -0.001 0.201
O 1.471 0.710 1.450 0.165 0.211 -0.051
H -0.924 0.883 0.974 -0.120 -0.088 -0.143

=====

Entry 5:
22
Properties=species:S:1:pos:R:3:forces:R:3 method="wB97M-V/def2-TZVPD" smiles=CNCCNCCS molar_mass_g_mol=134.248 de_lowest_ev=0.735
N -0.610 0.870 1.287 -0.076 -0.812 0.103
H 0.868 1.700 -2.350 -0.061 0.347 -0.093
H 0.958 -0.762 -1.736 -0.170 0.065 -0.175
C 1.727 -0.096 -2.155 0.092 -0.401 0.921
H 1.352 2.445 -0.080 0.212 -0.008 0.555
S -1.875 -3.018 1.633 0.286 0.198 -0.272
H -0.995 1.657 1.789 0.150 0.205 -0.192
H 2.658 -0.468 -1.738 0.311 -0.079 -0.030
N 1.576 1.298 -1.754 -0.348 -0.403 -0.329
H -0.700 0.341 -0.763 -0.123 -0.049 -0.076
H 1.689 0.699 0.231 0.270 0.103 0.292
H 0.050 -1.687 1.093 0.617 -0.137 0.123
H 1.760 -0.255 -3.222 -0.027 0.282 -0.355
H -0.914 2.071 -0.394 -0.062 -0.210 -0.369
C -1.467 -0.292 1.611 0.663 0.956 -0.572
H -0.791 -3.486 2.258 -0.092 -0.115 0.112
H -2.484 -0.103 1.304 -0.758 -0.017 0.030
C -1.001 -1.557 0.926 -0.277 -0.407 0.739
H -1.424 -0.369 2.693 -0.143 -0.382 0.062
C 1.135 1.419 -0.359 -0.377 0.074 -0.914
C -0.366 1.158 -0.131 0.185 0.709 0.697
H -1.146 -1.564 -0.142 -0.273 0.082 -0.255

=====

Entry 6:
17
Properties=species:S:1:pos:R:3:forces:R:3 method="wB97M-V/def2-TZVPD" multiplicity=3 molar_mass_g_mol=163.136 de_lowest_ev=1.905 s_squared=2.01
N -2.869 -0.679 0.250 0.203 -2.269 -1.552
C 2.518 -0.490 0.561 -2.088 1.699 0.172
C 0.496 0.336 -0.239 -0.071 -2.546 -0.933
C -2.061 1.347 0.278 -0.287 0.953 -0.315
H 3.508 -0.476 0.989 0.076 -1.004 -0.449
C 1.702 0.615 0.559 1.707 -0.659 0.019
N -3.198 0.526 0.259 0.372 2.751 1.331
O 1.855 -1.641 0.006 2.111 -0.165 1.868
H 2.078 1.601 0.872 -0.360 -0.604 -0.109
O 0.699 0.720 -1.647 -0.972 -2.532 0.566
C -0.634 -1.761 -0.230 -5.107 0.389 0.921
C -0.961 0.536 0.112 0.214 0.008 -0.319
C 0.641 -1.284 -0.248 1.657 6.480 -1.255
N -1.531 -0.706 -0.003 2.192 -2.051 0.958
H -2.161 2.456 0.365 0.142 -1.411 -0.138
H -1.046 -2.683 -0.335 -0.875 -2.478 -0.384
H 0.964 1.585 -1.548 1.086 3.440 -0.382